Entry w
One molecule with the formula C17H30N4O2, computed with wB97M-V/def2-TZVPD.

Each atom is followed by the atoms it is bonded to, with distances in Å.
Cartesian coordinates (Å):
1 C -0.530 2.181 -2.804  O2 1.410, H24 1.089, H25 1.098, H26 1.093
2 O -1.737 1.661 -2.294  C1 1.410, C3 1.417
3 C -1.581 0.620 -1.345  O2 1.417, C4 1.532, C20 1.542, H27 1.107
4 C -0.922 -0.618 -1.959  C3 1.532, N5 1.451, H28 1.092, H29 1.091
5 N 0.517 -0.560 -1.783  C4 1.451, C6 1.368, H30 1.006
6 C 1.283 -1.590 -2.259  N5 1.368, O7 1.224, N8 1.381
7 O 0.813 -2.437 -3.005  C6 1.224
8 N 2.602 -1.605 -1.850  C6 1.381, C9 1.450, C10 1.455
9 C 3.478 -2.598 -2.439  N8 1.450, H31 1.085, H32 1.095, H33 1.091
10 C 3.231 -0.534 -1.093  N8 1.455, C11 1.499, H34 1.091, H35 1.098
11 C 2.609 -0.239 0.238  C10 1.499, C12 1.366, N15 1.375
12 C 2.192 0.972 0.715  C11 1.366, N13 1.376, H36 1.078
13 N 1.640 0.715 1.949  C12 1.376, C14 1.358, C19 1.457
14 C 1.751 -0.622 2.160  N13 1.358, N15 1.313, C16 1.493
15 N 2.326 -1.230 1.149  C11 1.375, C14 1.313
16 C 1.216 -1.260 3.400  C14 1.493, C17 1.528, H37 1.094, H38 1.090
17 C 0.972 -0.226 4.498  C16 1.528, C18 1.527, H39 1.090, H40 1.094
18 C 0.238 0.986 3.925  C17 1.527, C19 1.521, H41 1.094, H42 1.091
19 C 1.103 1.689 2.891  N13 1.457, C18 1.521, H43 1.094, H44 1.091
20 C -2.966 0.346 -0.723  C3 1.542, C21 1.532, C22 1.532, C23 1.530
21 C -3.549 1.668 -0.216  C20 1.532, H45 1.088, H46 1.092, H47 1.094
22 C -2.805 -0.597 0.473  C20 1.532, H48 1.090, H49 1.094, H50 1.092
23 C -3.908 -0.270 -1.758  C20 1.530, H51 1.091, H52 1.092, H53 1.090
24 H -0.788 3.070 -3.377  C1 1.089
25 H 0.150 2.465 -1.989  C1 1.098
26 H -0.011 1.470 -3.450  C1 1.093
27 H -0.935 0.990 -0.526  C3 1.107
28 H -1.320 -1.528 -1.505  C4 1.092
29 H -1.163 -0.668 -3.022  C4 1.091
30 H 0.851 -0.035 -0.993  N5 1.006
31 H 2.865 -3.369 -2.894  C9 1.085
32 H 4.124 -2.167 -3.212  C9 1.095
33 H 4.105 -3.040 -1.663  C9 1.091
34 H 4.263 -0.851 -0.932  C10 1.091
35 H 3.272 0.400 -1.670  C10 1.098
36 H 2.229 1.965 0.299  C12 1.078
37 H 0.276 -1.763 3.151  C16 1.094
38 H 1.911 -2.036 3.720  C16 1.090
39 H 0.396 -0.672 5.308  C17 1.090
40 H 1.927 0.098 4.923  C17 1.094
41 H -0.699 0.662 3.462  C18 1.094
42 H -0.017 1.698 4.711  C18 1.091
43 H 1.931 2.208 3.381  C19 1.094
44 H 0.528 2.429 2.332  C19 1.091
45 H -3.713 2.369 -1.032  C21 1.088
46 H -4.501 1.484 0.286  C21 1.092
47 H -2.874 2.138 0.505  C21 1.094
48 H -2.496 -1.601 0.180  C22 1.090
49 H -2.069 -0.209 1.183  C22 1.094
50 H -3.759 -0.686 0.998  C22 1.092
51 H -3.547 -1.241 -2.102  C23 1.091
52 H -4.897 -0.420 -1.319  C23 1.092
53 H -4.013 0.385 -2.623  C23 1.090

HOMO energy = -0.31740 hartree
Structure (SMILES) = CO[C@H](CNC(=O)N(C)Cc1cn2c(n1)CCCC2)C(C)(C)C
2S+1 = 1
LUMO = 0.553 eV

Results of the Löwdin charge analysis, in e, for atoms 1 through 5:
1 C -0.089
2 O -0.156
3 C -0.311
4 C -0.118
5 N 0.091

---

Entry x
One molecule with the formula C17H30N4O2, computed with wB97M-V/def2-TZVPD.

Each atom is followed by the atoms it is bonded to, with distances in Å.
Cartesian coordinates (Å):
1 C 0.534 -2.607 0.295  O2 1.412, H24 1.091, H25 1.096, H26 1.096
2 O 0.472 -1.554 -0.644  C1 1.412, C3 1.432
3 C 0.478 -0.248 -0.057  O2 1.432, C4 1.525, C20 1.539, H27 1.096
4 C -0.877 0.390 -0.341  C3 1.525, N5 1.447, H28 1.088, H29 1.091
5 N -1.960 -0.392 0.217  C4 1.447, C6 1.373, H30 1.004
6 C -2.155 -0.382 1.576  N5 1.373, O7 1.225, N8 1.371
7 O -1.527 0.377 2.304  C6 1.225
8 N -3.069 -1.285 2.054  C6 1.371, C9 1.449, C10 1.451
9 C -3.195 -1.471 3.485  N8 1.449, H31 1.085, H32 1.094, H33 1.092
10 C -3.898 -2.109 1.195  N8 1.451, C11 1.495, H34 1.091, H35 1.094
11 C -3.200 -3.311 0.647  C10 1.495, C12 1.363, N15 1.378
12 C -2.978 -3.639 -0.657  C11 1.363, N13 1.375, H36 1.077
13 N -2.225 -4.790 -0.628  C12 1.375, C14 1.356, C19 1.456
14 C -2.034 -5.110 0.676  N13 1.356, N15 1.313, C16 1.489
15 N -2.609 -4.241 1.475  C11 1.378, C14 1.313
16 C -1.229 -6.297 1.075  C14 1.489, C17 1.527, H37 1.095, H38 1.089
17 C -1.089 -7.282 -0.082  C16 1.527, C18 1.523, H39 1.090, H40 1.095
18 C -0.698 -6.545 -1.357  C17 1.523, C19 1.517, H41 1.095, H42 1.091
19 C -1.788 -5.575 -1.774  N13 1.456, C18 1.517, H43 1.094, H44 1.091
20 C 1.693 0.549 -0.564  C3 1.539, C21 1.529, C22 1.529, C23 1.528
21 C 2.959 -0.217 -0.182  C20 1.529, H45 1.091, H46 1.092, H47 1.093
22 C 1.726 1.921 0.112  C20 1.529, H48 1.090, H49 1.093, H50 1.092
23 C 1.652 0.716 -2.083  C20 1.528, H51 1.092, H52 1.092, H53 1.091
24 H 0.548 -3.539 -0.272  C1 1.091
25 H 1.445 -2.551 0.901  C1 1.096
26 H -0.335 -2.615 0.962  C1 1.096
27 H 0.569 -0.342 1.031  C3 1.096
28 H -0.923 1.395 0.072  C4 1.088
29 H -1.035 0.452 -1.419  C4 1.091
30 H -2.258 -1.193 -0.310  N5 1.004
31 H -2.495 -0.808 3.983  C9 1.085
32 H -4.209 -1.228 3.817  C9 1.094
33 H -2.973 -2.506 3.752  C9 1.092
34 H -4.748 -2.427 1.801  C10 1.091
35 H -4.310 -1.513 0.375  C10 1.094
36 H -3.269 -3.176 -1.585  C12 1.077
37 H -0.238 -5.955 1.391  C16 1.095
38 H -1.694 -6.761 1.945  C16 1.089
39 H -0.343 -8.040 0.159  C17 1.090
40 H -2.037 -7.807 -0.240  C17 1.095
41 H 0.238 -6.001 -1.195  C18 1.095
42 H -0.523 -7.247 -2.174  C18 1.091
43 H -2.644 -6.120 -2.181  C19 1.094
44 H -1.428 -4.890 -2.543  C19 1.091
45 H 2.983 -1.197 -0.659  C21 1.091
46 H 3.847 0.337 -0.497  C21 1.092
47 H 3.020 -0.359 0.901  C21 1.093
48 H 0.906 2.560 -0.215  C22 1.090
49 H 1.667 1.827 1.199  C22 1.093
50 H 2.659 2.433 -0.134  C22 1.092
51 H 0.813 1.338 -2.401  C23 1.092
52 H 2.567 1.200 -2.430  C23 1.092
53 H 1.569 -0.253 -2.578  C23 1.091

HOMO energy = -0.31682 hartree
Structure (SMILES) = CO[C@H](CNC(=O)N(C)Cc1cn2c(n1)CCCC2)C(C)(C)C
2S+1 = 1
LUMO = 0.664 eV

Results of the Löwdin charge analysis, in e, for atoms 1 through 5:
1 C -0.085
2 O -0.159
3 C -0.309
4 C -0.115
5 N 0.093

---

Result of the stability comparison: entry w is the least stable of them.